# 1
ORCA calculation (ωB97M-V/def2-TZVPD) on a structure of composition C34H57N3O2SSiTi in a non-equilibrium geometry.

## Properties
HOMO-LUMO gap (spin up / spin down) in eV: 4.3061 / 7.0280
Highest occupied orbital energy (spin up / spin down) in eV: -4.2690 / -6.9914

```
! wB97M-V def2-TZVPD RIJCOSX def2/J DEFGRID3
* xyz 0 3
O 0.6026 -2.6045 -2.4210
O -1.1870 -1.8456 -4.6839
C 1.8903 -2.6839 -3.2057
C 2.8907 -3.3787 -2.3312
H 2.1480 -1.6493 -3.4551
H 1.6228 -3.2109 -4.1172
H 3.0265 -2.8725 -1.3683
H 3.8591 -3.4168 -2.8265
H 2.5765 -4.4095 -2.1394
C -0.2191 -3.8904 -2.3959
C -0.1139 -4.6841 -3.6525
H -1.2404 -3.5779 -2.1669
H 0.2092 -4.4237 -1.5496
H -0.5642 -4.1618 -4.4954
H -0.6471 -5.6299 -3.5171
H 0.9116 -4.9614 -3.8996
C -2.5741 -1.7031 -4.3896
C -0.6989 -1.2222 -5.8600
C -3.2960 -2.9946 -4.7108
H -3.0121 -0.8557 -4.9461
H -2.6323 -1.4890 -3.3073
H -3.2482 -3.2096 -5.7873
H -4.3512 -2.9193 -4.4325
H -2.8532 -3.8326 -4.1549
C -1.0211 -2.0523 -7.0899
H 0.3886 -1.1423 -5.7083
H -1.1234 -0.2064 -5.9499
H -0.7351 -3.1033 -6.9375
H -0.4710 -1.6671 -7.9537
H -2.0924 -1.9974 -7.3273
H 0.2634 -1.6749 -2.1258
N 1.6155 1.1328 1.0110
C 1.5302 2.4233 1.4185
C 0.3731 3.1888 1.2334
C -0.9254 2.8031 0.8855
C 2.7333 3.0482 2.0589
H 3.5890 3.1288 1.3677
H 3.0445 2.4986 2.9602
H 2.4531 4.0677 2.3622
C -2.0083 3.8358 0.7590
H -2.7284 3.7650 1.5928
H -2.5477 3.7374 -0.2000
H -1.5482 4.8339 0.7937
N -1.3146 1.4968 0.8075
C 2.8077 0.3417 1.2230
C 3.7415 0.2389 0.1812
C 3.6038 1.0043 -1.1000
C 4.9097 -0.5056 0.3633
H 5.6217 -0.5500 -0.4535
C 5.1636 -1.1228 1.5952
H 6.0678 -1.7004 1.7318
C 4.2689 -0.9439 2.6566
H 4.4975 -1.3496 3.6371
C 3.0910 -0.2074 2.4859
C 2.2085 -0.0164 3.6776
C -2.6352 1.0813 1.1654
C -3.5359 0.7021 0.1593
C -3.2262 0.9889 -1.2739
C -4.7955 0.2193 0.5198
H -5.4895 -0.0591 -0.2714
C -5.1635 0.1389 1.8611
H -6.1280 -0.2671 2.1475
C -4.3031 0.6271 2.8417
H -4.6063 0.6277 3.8889
C -3.0476 1.1349 2.5067
C -2.2234 1.7532 3.5935
Ti 0.0922 0.3522 0.0489
H 3.3216 0.3621 -1.9483
H 4.5693 1.4614 -1.3705
H 2.8747 1.8170 -1.0209
H 1.5205 0.8289 3.5741
H 2.8354 0.1690 4.5636
H 1.6042 -0.9095 3.8747
H -3.8706 0.3866 -1.9291
H -2.1860 0.7604 -1.5512
H -3.4042 2.0508 -1.5197
H -1.1416 1.6875 3.4365
H -2.4705 1.2250 4.5263
H -2.4837 2.8128 3.7609
H 0.4917 4.2536 1.4537
C 0.2039 0.2585 -2.0646
Si 0.4049 1.9486 -2.9635
H 1.1095 -0.3427 -2.1786
H -0.6860 -0.2510 -2.4663
C 1.6577 1.7042 -4.3433
C 0.9908 3.4654 -2.0182
C -1.2412 2.4829 -3.6892
H -1.8059 1.6374 -4.1024
H -1.0369 3.2009 -4.4977
H -1.8546 2.9921 -2.9323
H 2.5957 1.2727 -3.9704
H 1.8932 2.6855 -4.7809
H 1.2570 1.0596 -5.1361
H 1.8691 3.3189 -1.3799
H 0.1799 3.8916 -1.4126
H 1.2648 4.2018 -2.7920
S -1.0044 -2.4481 3.3632
C -0.6511 -1.7903 2.0035
N -0.3014 -1.1709 1.0160
*
```

# 2
ORCA calculation (ωB97M-V/def2-TZVPD) on a cluster of 9 separate species, C34H57N7O6 in total in a non-equilibrium geometry.

## Properties
HOMO-LUMO gap in eV: 10.6431
Highest occupied orbital energy in eV: -10.7739
SMILES: O=C1OCCO1.O=C1OCCO1.CCCC#N.CCCC#N.CCCC#N.CCCC#N.CCCC#N.CCCC#N.CCCC#N

```
! wB97M-V def2-TZVPD RIJCOSX def2/J DEFGRID3
* xyz 0 1
C -8.5088 -3.9245 31.2215
C -9.7098 -3.1938 31.7165
O -9.5963 -1.9407 31.0556
C -8.3371 -1.8166 30.6249
O -7.9188 -0.7450 30.1052
O -7.6487 -2.9326 30.8390
H -8.6422 -4.5652 30.3499
H -8.2315 -4.5427 32.0754
H -9.7613 -3.3134 32.7987
H -10.5997 -3.6984 31.3402
C -3.4825 1.2378 35.2693
C -4.9278 0.8413 35.0280
O -5.4934 2.1394 35.0487
C -4.5948 3.0091 34.6207
O -4.7614 4.1402 34.1768
O -3.3941 2.5234 34.7056
H -2.8498 0.4867 34.7964
H -3.2322 1.2504 36.3302
H -5.3476 0.1100 35.7187
H -5.0611 0.4316 34.0268
C 5.4127 -2.0280 27.7200
C 6.4082 -3.1081 27.2501
C 7.3016 -3.5985 28.4155
C 7.6745 -2.5646 29.4269
N 7.9379 -1.7811 30.2879
H 4.5419 -1.9347 27.0711
H 5.8144 -1.0450 27.9659
H 5.0242 -2.3965 28.6694
H 6.9771 -2.6847 26.4223
H 5.8606 -3.9948 26.9309
H 8.1372 -4.1657 28.0054
H 6.7994 -4.3226 29.0571
C -2.8442 -2.0597 21.0989
C -2.4009 -2.9680 19.9389
C -1.0831 -2.6021 19.2948
C -0.9136 -1.1537 19.1120
N -0.7517 -0.0059 18.9387
H -2.1149 -1.9423 21.9004
H -3.7471 -2.4658 21.5551
H -3.1645 -1.1058 20.6799
H -3.2330 -3.0253 19.2372
H -2.2023 -3.9519 20.3637
H -1.0069 -3.0530 18.3054
H -0.3069 -3.0924 19.8823
C -9.2878 -2.3813 24.5630
C -9.5933 -3.0892 23.2225
C -9.7021 -4.6014 23.4175
C -8.3596 -5.2144 23.6530
N -7.3641 -5.6977 23.8260
H -9.2263 -1.2949 24.4988
H -8.2631 -2.6431 24.8270
H -9.9435 -2.5551 25.4162
H -8.7523 -2.8745 22.5633
H -10.4759 -2.5624 22.8596
H -10.0663 -5.1002 22.5194
H -10.2819 -5.0001 24.2500
C 1.3909 -14.4753 29.2955
C 1.9156 -13.4929 30.3296
C 2.1576 -12.1658 29.6478
C 3.0827 -12.3167 28.5006
N 3.8161 -12.4774 27.6095
H 1.1238 -15.4409 29.7247
H 2.0175 -14.5971 28.4119
H 0.4751 -14.0905 28.8470
H 2.8837 -13.8517 30.6791
H 1.2594 -13.3986 31.1949
H 2.6252 -11.4118 30.2809
H 1.2140 -11.7738 29.2682
C -3.2738 5.9709 25.5316
C -3.4245 4.4664 25.8402
C -4.0289 3.6046 24.6995
C -5.3280 4.2047 24.2788
N -6.3600 4.5609 23.8950
H -2.4780 6.1336 24.8047
H -2.9481 6.5151 26.4181
H -4.1155 6.4874 25.0703
H -3.9732 4.3921 26.7790
H -2.4930 4.0338 26.2053
H -4.1869 2.5897 25.0646
H -3.3260 3.3834 23.8964
C -1.1763 -1.8576 29.2187
C -1.9137 -2.8375 28.4080
C -1.0099 -3.6836 27.4853
C 0.0636 -4.4349 28.2046
N 0.9448 -4.9730 28.7604
H -0.5631 -1.1936 28.6094
H -0.6481 -2.2398 30.0921
H -1.9014 -1.1361 29.5953
H -2.6507 -2.2997 27.8115
H -2.5103 -3.5331 28.9983
H -0.5239 -3.0875 26.7129
H -1.5474 -4.4751 26.9630
C 2.9197 3.8776 24.3026
C 2.6331 3.5228 22.7917
C 2.9690 4.6183 21.7482
C 4.3387 5.1045 21.6137
N 5.4436 5.4668 21.5840
H 2.4831 3.1913 25.0282
H 2.4821 4.8639 24.4575
H 3.9554 3.9980 24.6204
H 1.6143 3.1757 22.6195
H 3.1999 2.6145 22.5871
H 2.3859 5.5129 21.9667
H 2.6401 4.2095 20.7927
*
```

Listing ΔE to the lowest compared entry with this formula, charge and spin for the structures above in their given order: 0.0 0.0 kcal per mole.
Listing E_tot for the structures above in their given order: -3181.55672 -2164.29459 Eh.